ORCA calculation (wB97M-V/def2-TZVPD) on 3 unconnected molecules or ions with the total composition C4H14NO3 in a non-equilibrium geometry.

Each line ends with the natural charge from an NBO analysis.
Cartesian coordinates (Å):
C -1.6609 -1.0810 0.1694  -0.470
N -0.7514 -0.9329 1.3540  -0.655
C 0.6107 -1.4710 1.1294  -0.217
C 1.1787 -0.9788 -0.1771  -0.472
C 1.1454 0.6217 -0.3113  -0.030
O -0.0722 1.1633 -0.5325  -0.953
H -1.8914 -2.0608 -0.2181  0.183
H -1.4260 -0.2867 -0.4972  0.254
H -2.6453 -0.7016 0.4875  0.175
H -0.5283 0.0792 1.5025  0.360
H 0.6123 -2.6548 1.0149  0.149
H 1.1504 -1.3456 2.1084  0.182
H 2.1796 -1.4370 -0.3249  0.184
H 0.5153 -1.3553 -1.0216  0.211
H 1.6578 0.9940 0.5393  0.119
H 1.8906 0.8415 -1.2565  0.101
H -0.2996 2.3416 2.1564  0.436
H -0.4993 2.4701 0.6966  0.518
O -0.5066 2.9841 1.6116  -0.995
H -0.0383 0.8872 -2.0434  0.498
H -0.5755 1.2806 -3.3681  0.436
O -0.0460 0.6422 -3.0194  -1.016

Summary:
- LUMO level: 4.06 eV
- Energy relative to the best compared isomer or geometry (same formula, charge and spin): 2.001 eV
- E_tot: -441.2453 Ha
- Net charge: -1
- Kohn-Sham gap: 8.094 eV
- Multiplicity: 1
- HOMO: -4.03 eV

ORCA calculation (wB97M-V/def2-TZVPD) on a single C6H5N molecule in a non-equilibrium geometry.

Each line ends with the natural charge from an NBO analysis.
Cartesian coordinates (Å):
C 1.3077 0.0544 1.2188  0.261
C 0.1945 -0.1154 0.4030  -0.160
C -0.0981 -1.1218 -0.4412  -0.136
C -1.1229 -0.8093 -1.3814  -0.247
C -1.4430 0.5377 -1.2121  -0.137
C -0.6889 1.0326 -0.0904  -0.473
H 0.2169 -2.0977 -0.1986  0.219
H -1.4786 -1.5104 -2.1151  0.226
H -2.1058 1.0774 -1.8982  0.229
H -1.3806 1.3624 0.7025  0.264
H -0.0300 1.9064 -0.3786  0.260
N 2.2689 0.2561 1.8440  -0.305

Summary:
- LUMO level: -0.03 eV
- Energy relative to the best compared isomer or geometry (same formula, charge and spin): 0.391 eV
- E_tot: -286.3288 Ha
- Kohn-Sham gap: 9.007 eV
- Multiplicity: 1
- Structure (SMILES): N#CC1=CC=CC1
- HOMO: -9.04 eV

ORCA calculation (wB97M-V/def2-TZVPD) on a single C3N2OS molecule in a non-equilibrium geometry.

Each line ends with the natural charge from an NBO analysis.
Cartesian coordinates (Å):
C 1.2750 0.3485 0.0342  -0.078
C -1.4217 0.5155 0.0277  0.230
C 1.1154 -0.9589 0.0505  0.585
N 0.6688 1.4474 -0.0759  -0.136
N -0.6606 1.4512 0.0391  -0.336
O 1.3850 -2.0664 -0.0221  -0.394
S -2.3619 -0.7373 -0.0534  0.129

Summary:
- LUMO level: -1.72 eV
- Energy relative to the best compared isomer or geometry (same formula, charge and spin): 2.062 eV
- E_tot: -697.1019 Ha
- Kohn-Sham gap: 7.732 eV
- Multiplicity: 1
- Structure (SMILES): O=C=C=NN=C=S
- HOMO: -9.45 eV

ORCA calculation (wB97M-V/def2-TZVPD) on a molecular structure, C27H34CsF3N4O9P3Sb.

Each line ends with the Löwdin charge.
Cartesian coordinates (Å):
Cs -0.0340 -0.3796 0.5608  1.084
N -3.7931 3.3406 1.3171  0.147
C -2.7324 2.2597 1.2091  -0.490
C -2.8129 1.3859 2.4560  -0.091
P -3.3401 1.3095 -0.3056  0.266
O -2.9090 2.2934 -1.5014  -0.139
O -4.8195 1.4107 -0.1415  -0.314
O -2.6153 0.0071 -0.3787  -0.498
P -1.1388 3.1867 0.9262  0.275
O -0.4131 3.1020 2.3914  -0.181
O -1.5455 4.5981 0.6675  -0.309
O -0.3139 2.4059 -0.0435  -0.507
H -4.6282 2.9330 0.8338  0.119
H -3.3925 4.1720 0.8438  0.120
H -3.9988 3.5908 2.2810  0.154
H -3.7775 0.8734 2.4935  0.089
H -2.6888 1.9874 3.3604  0.081
H -2.0352 0.6199 2.4957  0.039
H -1.9419 2.3270 -1.5834  0.055
H -0.2622 3.9892 2.7370  0.075
N 6.2579 -2.8743 1.3326  0.133
C 4.9044 -3.0086 1.4546  -0.374
C 4.0798 -1.8934 1.7105  -0.097
N 2.7700 -2.0003 1.7858  0.043
C 2.2409 -3.2185 1.6118  -0.157
C 3.0501 -4.3074 1.3606  -0.117
N 4.3766 -4.2162 1.2828  0.122
H 6.6981 -2.0569 1.7175  0.094
H 6.7909 -3.7270 1.3558  0.099
H 4.5202 -0.9092 1.8488  0.092
H 1.1638 -3.3138 1.6680  0.086
H 2.6185 -5.2907 1.2150  0.109
C -2.4539 -5.9188 -1.3047  -0.147
O -1.5136 -5.0307 -0.6990  -0.341
P -1.8117 -3.4248 -0.7501  0.859
O -0.2643 -2.8927 -0.9864  -0.511
C 0.2489 -2.9308 -2.3205  -0.128
O -1.7529 -3.0296 0.8419  -0.436
C -3.0188 -2.8239 1.4858  -0.132
H -2.8974 -6.5455 -0.5320  0.081
H -1.9222 -6.5462 -2.0186  0.081
H -3.2438 -5.3707 -1.8239  0.067
H 1.2928 -2.6283 -2.2611  0.084
H -0.2962 -2.2396 -2.9666  0.088
H 0.2006 -3.9404 -2.7319  0.082
H -2.8060 -2.6033 2.5295  0.087
H -3.6327 -3.7254 1.4362  0.082
H -3.5474 -1.9870 1.0259  0.069
F 8.4354 1.8337 4.2221  0.058
C 7.2555 1.9091 3.5764  -0.287
C 7.2045 2.5589 2.3559  -0.004
C 5.9871 2.6276 1.6949  -0.107
C 4.8342 2.0620 2.2396  -0.414
C 4.9320 1.4161 3.4704  -0.149
C 6.1422 1.3341 4.1532  -0.014
Sb 2.9359 2.0849 1.2353  1.494
C 2.7348 4.2076 1.2233  -0.396
C 3.4243 4.9951 2.1428  -0.115
C 3.2491 6.3743 2.1753  -0.010
C 2.3724 6.9464 1.2752  -0.281
F 2.1949 8.2828 1.3062  0.056
C 1.6675 6.1992 0.3529  0.004
C 1.8551 4.8241 0.3327  -0.139
C 3.7426 1.8889 -0.7340  -0.383
C 4.1795 2.9634 -1.5053  -0.110
C 4.7320 2.7639 -2.7646  -0.001
C 4.8429 1.4719 -3.2393  -0.282
F 5.3810 1.2686 -4.4576  0.059
C 4.4179 0.3788 -2.5103  -0.007
C 3.8627 0.6020 -1.2565  -0.133
H 8.1049 2.9952 1.9444  0.120
H 5.9416 3.1313 0.7358  0.100
H 4.0523 0.9654 3.9183  0.095
H 6.2267 0.8400 5.1118  0.118
H 4.1136 4.5439 2.8458  0.092
H 3.7780 6.9998 2.8819  0.117
H 0.9691 6.6826 -0.3162  0.125
H 1.2869 4.2320 -0.3737  0.089
H 4.0810 3.9760 -1.1323  0.098
H 5.0706 3.5895 -3.3760  0.121
H 4.5230 -0.6160 -2.9222  0.119
H 3.5270 -0.2555 -0.6798  0.075

Summary:
- LUMO level: 0.01 eV
- Energy relative to the best compared isomer or geometry (same formula, charge and spin): 0.000 eV
- E_tot: -3529.8071 Ha
- Kohn-Sham gap: 8.544 eV
- Multiplicity: 1
- HOMO: -8.53 eV

ORCA calculation (wB97M-V/def2-TZVPD) on 2 unconnected molecules or ions with the total composition C8H9NO4 in a non-equilibrium geometry.

Each line ends with the natural charge from an NBO analysis.
Cartesian coordinates (Å):
C -0.1547 -0.1301 0.2767  -0.048
C 0.8127 0.4079 0.7487  0.001
C 2.9329 -2.0055 -0.2111  1.032
C 2.8623 1.5734 0.0270  0.813
C -2.7639 0.8114 -0.4939  -0.355
C -1.2723 -0.9305 0.1304  -0.203
C -3.3732 -1.5883 -0.4026  -0.405
C 1.9094 1.3053 1.1786  -0.579
N -2.4887 -0.4697 -0.1323  -0.235
O 3.7189 0.7988 -0.2508  -0.599
O 3.6799 -2.0349 0.6367  -0.507
O 2.6502 2.7695 -0.4999  -0.677
O 2.0989 -1.9757 -0.9998  -0.525
H -3.8676 1.1665 -0.5604  0.195
H -1.9648 1.6368 -0.3903  0.215
H -1.3530 -2.0504 0.2371  0.200
H -4.2426 -1.3248 -0.9954  0.222
H -2.7196 -2.3724 -0.8633  0.224
H -3.8278 -1.9344 0.4688  0.212
H 1.3718 2.2904 1.4288  0.252
H 2.6923 1.0897 1.9105  0.265
H 3.2991 2.9672 -1.2434  0.500

Summary:
- LUMO level (spin up / spin down): 0.54 / 0.52 eV
- Energy relative to the best compared isomer or geometry (same formula, charge and spin): 2.250 eV
- E_tot: -665.8274 Ha
- Kohn-Sham gap (spin up / spin down): 7.186 / 7.212 eV
- Multiplicity: 1
- HOMO (spin up / spin down): -6.64 / -6.70 eV

ORCA calculation (wB97M-V/def2-TZVPD) on 2 unconnected molecules or ions with the total composition C2H8O.

Each line ends with the natural charge from an NBO analysis.
Cartesian coordinates (Å):
C 1.9602 0.1324 1.2941  -0.622
C 1.2394 1.2340 2.0615  -0.616
H 1.6873 -0.0112 0.2522  0.208
H 1.7591 -0.8349 1.7441  0.208
H 3.0219 0.3605 1.1585  0.207
H 0.5816 0.8338 2.8244  0.205
H 1.9315 1.8564 2.6329  0.204
H 0.6414 1.9030 1.4439  0.207
H -4.1950 -2.6133 -4.4386  0.470
H -4.6029 -1.1638 -4.7515  0.469
O -4.0247 -1.6971 -4.2214  -0.939

Summary:
- LUMO level: 1.12 eV
- Energy relative to the best compared isomer or geometry (same formula, charge and spin): 0.203 eV
- E_tot: -156.2176 Ha
- Kohn-Sham gap: 12.667 eV
- Multiplicity: 1
- Structure (SMILES): CC.O
- HOMO: -11.55 eV

ORCA calculation (wB97M-V/def2-TZVPD) on a molecular structure, C27H37N11S2SeSn.

Each line ends with the Löwdin charge.
Cartesian coordinates (Å):
Sn 0.1617 -0.1708 1.0904  1.149
Se -1.8322 7.1906 -1.7284  1.210
N -2.7422 5.8300 -1.0418  -0.211
C -1.8737 4.8965 -0.7529  -0.338
C -2.2461 3.6148 -0.1626  -0.065
C -3.5696 3.2907 0.1321  0.048
C -3.8457 2.0609 0.6870  -0.001
C -2.7943 1.1916 0.9376  -0.171
N -1.5232 1.4832 0.6640  -0.012
C -1.2435 2.6835 0.1124  -0.134
C 0.1605 2.9908 -0.1976  -0.168
N 1.0504 2.0367 0.0825  -0.011
C 2.3310 2.2461 -0.1730  -0.125
C 2.7978 3.4369 -0.7237  -0.011
C 1.8883 4.4292 -1.0211  0.034
C 0.5339 4.2112 -0.7616  -0.078
C -0.5021 5.1938 -1.0495  -0.339
N -0.2672 6.3663 -1.5774  -0.208
H -4.3495 4.0095 -0.0827  0.133
H -4.8564 1.7619 0.9250  0.126
H -2.9800 0.2230 1.3799  0.054
H 3.0084 1.4327 0.0658  0.111
H 3.8545 3.5736 -0.9054  0.119
H 2.1974 5.3736 -1.4498  0.131
C -3.2542 0.3812 4.6830  -0.032
N -2.6091 -0.9216 4.6462  -0.136
C -2.8001 -1.7306 5.8505  -0.025
C -1.6206 -1.1785 3.7603  -0.448
N -1.0309 -0.2162 3.0653  -0.049
N -1.2533 -2.4705 3.5928  -0.157
C -2.2249 -3.5576 3.5757  -0.035
C 0.0768 -2.8234 3.1400  -0.085
H -4.2315 0.2697 5.1483  0.103
H -3.4015 0.7664 3.6764  0.071
H -2.6811 1.1071 5.2687  0.106
H -2.7459 -1.0794 6.7235  0.102
H -2.0155 -2.4756 5.9336  0.092
H -3.7712 -2.2261 5.8457  0.101
H -1.2027 0.6961 3.4724  0.057
H -3.2322 -3.1648 3.6764  0.096
H -2.0364 -4.2765 4.3745  0.101
H -2.1572 -4.0738 2.6152  0.077
H 0.7848 -2.0432 3.4107  0.073
H 0.1111 -2.9972 2.0579  0.042
H 0.3810 -3.7459 3.6357  0.105
S -1.8215 -1.7678 0.1777  0.593
C -1.0451 -3.0585 -0.6135  -1.084
N 0.1107 -2.9997 -1.2250  -0.037
C 0.4617 -4.1732 -2.0279  -0.192
C -0.2952 -5.3481 -1.4164  -0.383
S -1.7959 -4.6160 -0.6844  0.984
H 0.5375 -2.0544 -1.4217  0.066
H 1.5380 -4.3326 -2.0055  0.126
H 0.1539 -3.9980 -3.0619  0.132
H 0.2721 -5.8335 -0.6248  0.086
H -0.5791 -6.0877 -2.1597  0.090
C 5.0049 -0.0751 -2.7468  -0.151
C 4.6111 -1.2309 -1.8498  -0.167
N 3.1941 -1.1267 -1.5179  0.079
C 2.2553 -0.4527 -2.2454  -0.395
N 1.0353 -0.4417 -1.7634  -0.049
C -0.0070 0.2404 -2.5287  -0.227
C 0.5388 1.3377 -3.4251  -0.145
C 1.6660 0.7693 -4.2615  -0.129
N 2.6557 0.1453 -3.3904  -0.030
C 4.0201 0.0106 -3.8956  -0.133
H 6.0133 -0.2229 -3.1302  0.127
H 4.9920 0.8611 -2.1833  0.115
H 5.1845 -1.2235 -0.9239  0.125
H 4.8130 -2.1794 -2.3548  0.122
H 2.8812 -1.4168 -0.6071  0.115
H -0.7353 0.6584 -1.8278  0.078
H -0.5650 -0.4847 -3.1355  0.123
H 0.9230 2.1615 -2.8162  0.101
H -0.2439 1.7348 -4.0717  0.127
H 2.1701 1.5550 -4.8239  0.128
H 1.2815 0.0436 -4.9864  0.137
H 4.2263 0.8828 -4.5152  0.128
H 4.1045 -0.8727 -4.5382  0.137

Summary:
- LUMO level: -5.54 eV
- Energy relative to the best compared isomer or geometry (same formula, charge and spin): 0.339 eV
- E_tot: -5065.1318 Ha
- Net charge: +2
- Kohn-Sham gap: 7.652 eV
- Multiplicity: 1
- HOMO: -13.19 eV